# 1
Entry from the Open Molecules 2025 dataset: a structure of composition C15H37IO7Si2 at a distorted geometry (wB97M-V/def2-TZVPD).

Geometry as ORCA input:
```
! RIJCOSX wB97M-V def2-TZVPD def2/J DEFGRID3
* xyz 0 1
C -3.523 1.557 3.083
C -4.924 1.457 3.359
C -5.390 2.086 4.724
Si -4.609 1.031 6.106
O -5.278 1.322 7.674
Si -4.558 0.165 8.747
I -2.472 1.032 9.764
H -2.852 0.852 3.621
H -3.069 2.317 2.417
H -5.637 0.930 2.686
H -6.505 2.124 4.796
H -5.038 3.143 4.812
H -4.920 -0.379 5.774
H -3.145 1.128 6.135
H -4.168 -0.977 7.892
H -5.523 -0.338 9.722
C 0.577 1.619 -2.767
O -0.831 1.485 -2.854
C -1.271 0.598 -3.869
C -2.303 -0.403 -3.360
O -1.847 -1.348 -2.396
C -1.426 -0.872 -1.122
C -2.500 -0.246 -0.237
O -3.014 0.959 -0.783
C -4.426 1.005 -0.859
H 0.913 2.447 -3.397
H 0.830 1.845 -1.729
H 1.100 0.700 -3.045
H -0.432 0.050 -4.315
H -1.736 1.207 -4.653
H -2.617 -1.001 -4.220
H -3.203 0.100 -3.007
H -0.562 -0.217 -1.225
H -1.059 -1.758 -0.594
H -2.043 0.011 0.727
H -3.292 -0.975 -0.047
H -4.863 0.019 -1.045
H -4.697 1.655 -1.694
H -4.837 1.429 0.062
C 7.180 -1.478 -3.786
O 6.667 -1.215 -2.493
C 6.465 0.162 -2.212
C 5.087 0.440 -1.621
O 3.970 0.203 -2.473
C 3.718 -1.134 -2.895
C 3.321 -2.129 -1.810
O 4.367 -2.367 -0.880
C 3.985 -2.221 0.475
H 8.273 -1.500 -3.757
H 6.819 -2.461 -4.096
H 6.839 -0.748 -4.525
H 6.600 0.778 -3.109
H 7.223 0.458 -1.478
H 5.048 1.508 -1.391
H 4.954 -0.070 -0.668
H 4.545 -1.507 -3.497
H 2.870 -1.060 -3.583
H 3.096 -3.088 -2.293
H 2.410 -1.785 -1.312
H 3.219 -1.452 0.608
H 4.867 -1.917 1.042
H 3.628 -3.176 0.868
*
```

Computed properties:
- Frontier orbital gap: 6.95 eV
- E_HOMO: -7.5 eV

=====

# 2
Entry from the Open Molecules 2025 dataset: a structure of composition C33H23N6O9S2Sc at a distorted geometry (wB97M-V/def2-TZVPD).

Geometry as ORCA input:
```
! RIJCOSX wB97M-V def2-TZVPD def2/J DEFGRID3
* xyz -2 1
Sc -0.189 0.450 0.340
O -1.681 2.797 3.771
C -1.436 1.949 2.903
N -0.655 2.023 1.831
C 0.283 3.064 1.673
C 0.895 3.736 2.730
C 1.934 4.623 2.497
C 2.378 4.841 1.200
C 1.760 4.194 0.138
C 0.699 3.316 0.354
N 0.008 2.595 -0.664
C -0.260 3.258 -1.786
O 0.127 4.391 -2.130
C -1.173 2.572 -2.807
C -1.162 3.059 -4.116
C -1.985 2.469 -5.056
C -2.810 1.420 -4.667
C -2.766 1.019 -3.342
N -1.968 1.579 -2.435
C -2.077 0.584 3.051
C -3.040 0.353 4.023
C -3.539 -0.930 4.161
C -3.053 -1.936 3.335
C -2.096 -1.611 2.388
N -1.628 -0.374 2.251
H 0.557 3.533 3.736
H 2.412 5.121 3.333
H 3.205 5.517 1.009
H 2.090 4.371 -0.874
H -0.504 3.884 -4.346
H -1.986 2.820 -6.082
H -3.473 0.926 -5.367
H -3.396 0.206 -2.988
H -3.350 1.182 4.643
H -4.291 -1.149 4.910
H -3.400 -2.958 3.419
H -1.676 -2.357 1.726
O -1.894 -0.353 -0.407
C -2.171 -1.382 -1.135
C -3.410 -2.043 -0.968
C -3.779 -3.114 -1.752
C -2.930 -3.586 -2.756
C -1.710 -2.958 -2.929
C -1.301 -1.883 -2.140
C 0.004 -1.256 -2.383
N 0.458 -0.141 -1.851
C 1.721 0.065 -2.364
C 2.028 -0.933 -3.227
N 0.916 -1.753 -3.256
H -4.062 -1.660 -0.191
H -4.740 -3.591 -1.588
H -3.214 -4.419 -3.385
H -1.057 -3.310 -3.722
H 2.307 0.916 -2.059
H 2.914 -1.145 -3.797
H 0.915 -2.705 -3.573
O 1.512 -3.237 -0.684
S 1.150 -2.807 0.649
O 0.529 -3.810 1.484
O 0.378 -1.555 0.646
C 2.734 -2.463 1.429
C 3.511 -3.619 1.536
C 4.783 -3.578 2.071
C 5.306 -2.370 2.508
C 4.546 -1.218 2.415
C 3.257 -1.244 1.882
S 2.369 0.320 1.961
O 1.937 0.601 0.559
O 3.329 1.274 2.443
O 1.225 0.050 2.806
H 3.089 -4.554 1.188
H 5.368 -4.488 2.145
H 6.304 -2.324 2.929
H 4.926 -0.265 2.755
*
```

Computed properties:
- Energy above the lowest of the compared OMol25 structures with the same formula, charge and spin: 12.4 kcal/mol
- Frontier orbital gap: 6.22 eV
- E_HOMO: -1.8 eV

=====

# 3
Entry from the Open Molecules 2025 dataset: a cluster of 2 separate species, C2H3F3OS in total at a distorted geometry (wB97M-V/def2-TZVPD).

Geometry as ORCA input:
```
! RIJCOSX wB97M-V def2-TZVPD def2/J DEFGRID3
* xyz 0 1
C -0.985 1.398 0.449
C 0.632 -1.897 -0.525
O 1.680 1.570 0.385
F 0.863 -1.499 -1.772
F 1.521 -2.759 -0.126
F -0.600 -2.521 -0.479
S 0.589 0.773 0.913
H -1.827 1.148 1.082
H -1.261 1.324 -0.625
H -0.613 2.464 0.698
*
```

Computed properties:
- Energy above the lowest of the compared OMol25 structures with the same formula, charge and spin: 50.9 kcal/mol
- Frontier orbital gap (alpha / beta): 9.00 / 8.00 eV
- E_HOMO (alpha / beta): -9.9 / -8.9 eV

=====

# 4
Entry from the Open Molecules 2025 dataset: a structure of composition C16H25CrN6S8Sb (wB97M-V/def2-TZVPD).

Geometry as ORCA input:
```
! RIJCOSX wB97M-V def2-TZVPD def2/J DEFGRID3
* xyz -2 5
Cr -2.212 -0.425 1.906
S 3.892 -1.809 5.826
C 2.477 -1.439 5.023
S 1.101 -2.462 4.990
C 0.059 -1.484 3.982
C 0.592 -0.318 3.561
S -0.165 0.842 2.502
S 2.225 -0.008 4.115
S -1.538 -2.090 3.613
S -4.574 -0.312 2.710
C -5.207 0.968 1.724
C -6.569 1.352 1.987
N -7.656 1.657 2.220
C -4.521 1.622 0.746
S -2.877 1.264 0.282
C -5.154 2.676 0.008
N -5.644 3.515 -0.615
C -1.182 2.425 -3.908
C 0.249 1.993 -3.595
Sb 0.353 1.124 -1.606
C 0.080 2.987 -0.560
C 1.040 4.121 -0.893
C 2.534 1.061 -1.479
C 3.331 1.874 -2.494
H -1.275 2.841 -4.915
H -1.530 3.185 -3.205
H -1.879 1.588 -3.827
H 0.937 2.838 -3.666
H 0.592 1.238 -4.307
H 0.134 2.724 0.497
H -0.959 3.266 -0.738
H 2.061 3.882 -0.588
H 0.753 5.038 -0.371
H 1.058 4.350 -1.962
H 2.809 0.005 -1.556
H 2.777 1.357 -0.455
H 3.100 1.571 -3.518
H 4.410 1.748 -2.352
H 3.113 2.940 -2.421
S -2.537 -2.287 -0.175
C -1.264 -3.355 -0.040
N -0.490 -3.775 -1.094
C 0.765 -4.345 -0.614
C 0.451 -4.617 0.873
N -0.817 -3.939 1.081
H -0.516 -3.178 -1.903
H 1.597 -3.644 -0.725
H 1.013 -5.262 -1.149
H 1.210 -4.214 1.541
H 0.351 -5.688 1.064
H -1.019 -3.461 1.970
N 3.105 -1.825 0.637
N 1.708 -1.557 0.601
H 3.581 -1.571 -0.221
H 3.255 -2.806 0.826
H 1.334 -1.540 -0.341
H 1.537 -0.642 1.011
*
```

Computed properties:
- <S²>: 6.030
- Energy above the lowest of the compared OMol25 structures with the same formula, charge and spin: 17.1 kcal/mol
- Frontier orbital gap (alpha / beta): 5.42 / 5.83 eV
- E_HOMO (alpha / beta): -1.5 / -1.9 eV

=====

# 5
Entry from the Open Molecules 2025 dataset: an isolated molecule of C7H14N2 at a distorted geometry (wB97M-V/def2-TZVPD).

Geometry as ORCA input:
```
! RIJCOSX wB97M-V def2-TZVPD def2/J DEFGRID3
* xyz 0 1
C -2.136 -1.086 -0.650
C -0.243 -1.846 0.655
C 1.256 1.675 1.636
C 1.169 0.131 -1.965
N -0.842 -0.753 -0.085
C -0.681 0.544 0.413
C 0.733 0.934 0.441
C 1.521 0.457 -0.549
N -1.704 1.265 0.656
H -1.475 2.235 0.847
H 2.596 0.549 -0.403
H -2.857 -1.381 0.122
H -2.013 -1.912 -1.347
H -2.542 -0.199 -1.144
H 0.719 -1.537 1.054
H -0.880 -2.154 1.490
H -0.102 -2.697 -0.021
H 2.305 1.446 1.808
H 0.700 1.420 2.530
H 1.163 2.763 1.496
H 1.517 -0.874 -2.210
H 0.100 0.205 -2.140
H 1.695 0.813 -2.634
*
```

Computed properties:
- Energy above the lowest of the compared OMol25 structures with the same formula, charge and spin: 27.9 kcal/mol
- SMILES: [H]/N=C(\C(C)=C/C)N(C)C
- Frontier orbital gap: 9.42 eV
- E_HOMO: -8.5 eV

=====

# 6
Entry from the Open Molecules 2025 dataset: a cluster of 6 separate species, C28H60N5O9 in total at a distorted geometry (wB97M-V/def2-TZVPD).

Geometry as ORCA input:
```
! RIJCOSX wB97M-V def2-TZVPD def2/J DEFGRID3
* xyz -1 1
C -2.292 5.267 -3.295
C -1.740 6.636 -2.827
C -2.408 7.809 -2.907
C -1.685 9.072 -2.332
O -1.750 10.162 -2.847
C -0.873 8.801 -1.031
C -0.189 7.634 -0.960
C 0.637 7.179 0.282
O 1.716 6.573 0.223
O 0.093 7.447 1.420
C -0.301 6.704 -2.209
O 0.631 6.118 -2.684
H -1.730 4.480 -2.725
H -3.365 5.136 -2.998
H -2.136 5.049 -4.376
H -3.428 7.868 -3.340
H -0.871 9.506 -0.178
C 3.095 2.175 0.439
C 1.808 1.356 0.402
C 1.365 0.969 -1.021
O 0.765 2.020 -1.759
C 1.684 2.907 -2.382
N 0.758 2.092 1.116
H 2.938 3.214 0.143
H 3.504 2.191 1.451
H 3.854 1.742 -0.218
H 2.002 0.424 0.946
H 0.592 0.197 -0.934
H 2.190 0.522 -1.591
H 2.589 2.392 -2.720
H 1.940 3.722 -1.703
H 1.192 3.347 -3.250
H -0.070 1.503 1.175
H 0.464 2.862 0.517
C 0.109 -1.083 -6.760
C 0.679 0.204 -6.170
C -0.240 0.860 -5.124
O -1.351 1.552 -5.674
C -2.453 0.725 -6.003
N 0.999 1.128 -7.265
H -0.682 -0.894 -7.487
H 0.892 -1.640 -7.279
H -0.294 -1.729 -5.976
H 1.613 -0.059 -5.662
H 0.342 1.617 -4.593
H -0.571 0.136 -4.369
H -2.561 -0.111 -5.308
H -2.356 0.357 -7.027
H -3.358 1.334 -5.957
H 1.468 1.943 -6.877
H 0.117 1.500 -7.612
C 1.500 -1.116 5.821
C 2.120 0.235 5.476
C 2.545 0.357 4.002
O 3.749 -0.328 3.678
C 3.593 -1.712 3.430
N 3.245 0.487 6.385
H 2.244 -1.909 5.909
H 0.982 -1.061 6.779
H 0.768 -1.415 5.066
H 1.357 0.997 5.658
H 2.745 1.412 3.795
H 1.736 0.057 3.324
H 2.638 -1.937 2.945
H 3.689 -2.279 4.359
H 4.400 -2.028 2.766
H 3.595 1.428 6.218
H 4.014 -0.112 6.088
C 0.344 -6.483 8.802
C 0.555 -5.048 9.275
C -0.029 -3.993 8.318
O 0.744 -3.767 7.150
C 0.531 -4.703 6.109
N 1.988 -4.832 9.509
H 1.019 -6.760 7.991
H 0.527 -7.182 9.621
H -0.683 -6.636 8.460
H 0.034 -4.943 10.232
H -0.047 -3.035 8.845
H -1.069 -4.222 8.053
H -0.507 -5.047 6.072
H 1.208 -5.554 6.218
H 0.768 -4.213 5.164
H 2.117 -3.909 9.916
H 2.435 -4.757 8.597
C -3.651 -5.407 -3.593
C -3.441 -3.966 -3.139
C -4.039 -2.925 -4.101
O -3.278 -2.708 -5.280
C -3.497 -3.657 -6.309
N -2.007 -3.741 -2.921
H -2.982 -5.690 -4.408
H -3.456 -6.096 -2.769
H -4.680 -5.569 -3.924
H -3.954 -3.853 -2.178
H -4.056 -1.960 -3.585
H -5.081 -3.161 -4.354
H -4.533 -4.006 -6.333
H -2.815 -4.503 -6.197
H -3.270 -3.177 -7.262
H -1.878 -2.813 -2.524
H -1.569 -3.674 -3.838
*
```

Computed properties:
- Frontier orbital gap: 6.34 eV
- E_HOMO: -4.4 eV

=====

What is the formula in the first record?
C15H37IO7Si2